## a
Below is the ion C3H8N5 with charge +1, with properties calculated with ωB97M-V/def2-TZVPD.

```
16
Properties=species:S:1:pos:R:3
N -0.589 -0.575 2.494
N -0.682 -0.152 1.154
C -1.343 1.015 0.786
N -1.104 1.432 -0.406
C -0.345 0.839 -1.424
C 0.514 -0.283 -0.985
N 1.465 -0.724 -1.719
N 0.477 -0.515 0.361
H 0.097 0.082 2.972
H -0.369 -1.642 2.638
H -2.045 1.302 1.518
H 0.283 1.688 -1.728
H -1.141 0.769 -2.279
H 1.443 -0.664 -2.725
H 2.393 -1.177 -1.395
H 0.946 -1.396 0.740
```

Results
**Kohn-Sham gap**: 8.72 eV
**Structure (SMILES)**: NN1C=NCC(=[NH2+])N1
**Net charge**: +1
**HOMO**: -12.8 eV

***

## b
Below is the ion C3H8N5 with charge +1, with properties calculated with ωB97M-V/def2-TZVPD.

```
16
Properties=species:S:1:pos:R:3
N -0.124 1.219 -1.973
C -0.237 0.742 -0.774
N 0.686 0.977 0.127
N 0.719 0.164 1.209
N 1.960 0.007 1.657
N 0.074 -1.329 1.008
C -0.911 -1.414 0.209
C -1.416 -0.197 -0.455
H -0.829 1.008 -2.720
H 0.657 1.945 -2.033
H 0.063 0.392 1.905
H 2.686 0.048 0.810
H 1.917 -0.939 2.171
H -1.172 -2.549 0.077
H -1.954 -0.326 -1.481
H -2.119 0.252 0.262
```

Results
**Kohn-Sham gap**: 10.73 eV
**Structure (SMILES)**: NC1=N[N@H+](N)N=CC1
**Net charge**: +1
**HOMO**: -14.1 eV

***

Which one sits at the top of the stability order? a does.

***

## a
Below is a cluster of 4 separate species, C3H17N2O3 in total, with properties calculated with ωB97M-V/def2-TZVPD.

```
25
Properties=species:S:1:pos:R:3
C 1.196 -0.777 -1.654
C 0.971 -2.158 -1.081
C -0.355 -2.323 -0.327
N -0.682 -3.728 -0.212
N 1.349 0.287 -0.613
H 0.369 -0.482 -2.292
H 2.089 -0.766 -2.271
H 1.770 -2.423 -0.385
H 0.988 -2.863 -1.905
H -0.286 -1.820 0.650
H -1.182 -1.797 -0.813
H -1.665 -3.957 -0.196
H -0.207 -4.192 0.547
H 2.018 1.023 -0.822
H 0.469 0.741 -0.316
H 1.573 -0.097 0.311
H -0.168 3.603 -0.279
H -1.315 2.710 -0.852
O -0.516 2.699 -0.312
H -1.597 4.937 1.736
H -2.564 4.503 2.805
O -1.795 4.183 2.304
H -0.193 0.304 2.534
H -0.418 1.581 1.660
O 0.152 0.811 1.784
```

Results
**Kohn-Sham gap**: 9.33 eV
**Net charge**: +1
**HOMO**: -12.3 eV

***

## b
Below is a cluster of 4 separate species, C3H17N2O3 in total, with properties calculated with ωB97M-V/def2-TZVPD.

```
25
Properties=species:S:1:pos:R:3
C 0.135 0.576 -0.596
C 0.689 1.961 -0.629
C 2.151 1.980 0.009
N 2.307 3.132 0.886
N -0.383 0.156 0.759
H 0.817 -0.212 -0.927
H -0.728 0.471 -1.258
H 0.218 2.848 -0.200
H 0.899 2.243 -1.674
H 2.285 1.055 0.579
H 2.865 1.926 -0.804
H 2.998 3.788 0.562
H 2.516 2.861 1.831
H -0.565 0.982 1.327
H -1.182 -0.481 0.723
H 0.348 -0.423 1.192
H -4.057 -1.124 0.437
H -3.125 -1.277 -0.703
O -3.117 -1.164 0.273
H -2.674 -4.092 -1.211
H -3.939 -4.766 -1.316
O -3.616 -3.860 -1.405
H 2.252 -1.636 0.699
H 1.391 -2.800 0.374
O 1.515 -2.144 1.071
```

Results
**Kohn-Sham gap**: 9.67 eV
**Net charge**: +1
**HOMO**: -12.7 eV

***

Which one sits at the top of the stability order? a does.

***

## a
Below is a cluster of 9 separate species, C18H54O18 in total, with properties calculated with ωB97M-V/def2-TZVPD.

```
90
Properties=species:S:1:pos:R:3
O -3.106 1.103 1.317
C -3.732 0.612 2.392
C -4.199 1.775 3.332
O -3.126 2.252 4.112
H -3.008 0.352 0.728
H -4.568 0.006 2.044
H -3.220 -0.075 3.065
H -4.890 1.458 4.112
H -4.625 2.627 2.803
H -2.692 2.964 3.637
O 2.810 -3.056 2.504
C 2.288 -4.351 2.046
C 3.184 -5.455 2.565
O 3.083 -5.289 3.957
H 2.254 -2.390 2.093
H 1.238 -4.473 2.312
H 2.290 -4.462 0.961
H 4.223 -5.465 2.236
H 2.790 -6.449 2.354
H 3.464 -4.408 3.977
O -1.123 1.696 -3.655
C -1.300 3.053 -3.337
C -2.386 3.273 -2.294
O -3.677 3.125 -2.941
H -0.340 1.374 -3.202
H -0.412 3.642 -3.104
H -1.619 3.513 -4.273
H -2.190 4.251 -1.855
H -2.365 2.540 -1.487
H -4.411 3.395 -2.383
O 2.697 -1.296 -2.145
C 2.251 -2.095 -3.273
C 3.194 -2.008 -4.542
O 2.969 -0.737 -5.199
H 3.575 -1.646 -1.978
H 2.336 -3.080 -2.815
H 1.184 -1.898 -3.379
H 2.995 -2.899 -5.137
H 4.267 -2.009 -4.351
H 3.293 -0.866 -6.094
O 2.299 3.257 -2.837
C 2.614 2.080 -3.555
C 3.929 2.358 -4.308
O 3.922 3.448 -5.267
H 2.397 4.020 -3.412
H 2.825 1.201 -2.945
H 1.742 1.863 -4.173
H 4.344 1.486 -4.814
H 4.670 2.746 -3.610
H 4.616 4.052 -4.990
O -0.764 4.722 3.617
C -0.011 4.532 2.429
C -0.560 3.252 1.680
O -1.855 3.378 1.131
H -0.146 4.905 4.329
H -0.001 5.400 1.771
H 1.025 4.260 2.632
H -0.549 2.391 2.348
H 0.084 3.008 0.836
H -2.305 2.533 1.059
O -3.835 -2.843 -2.572
C -3.014 -1.729 -2.784
C -3.378 -0.642 -1.706
O -3.088 -1.129 -0.340
H -3.379 -3.435 -1.970
H -1.950 -1.952 -2.856
H -3.289 -1.334 -3.762
H -4.436 -0.382 -1.679
H -2.782 0.235 -1.959
H -3.570 -1.928 -0.114
O 1.741 -1.284 0.426
C 0.810 -0.235 0.786
C -0.135 0.139 -0.359
O 0.562 0.880 -1.379
H 2.101 -1.142 -0.453
H 0.249 -0.601 1.645
H 1.482 0.600 0.988
H -1.099 0.562 -0.077
H -0.579 -0.759 -0.789
H 1.379 0.408 -1.557
O 0.136 -2.215 6.906
C -0.196 -3.261 5.998
C 0.149 -2.872 4.600
O -0.837 -2.094 3.978
H -0.526 -1.524 6.840
H 0.425 -4.073 6.378
H -1.253 -3.527 6.013
H 0.267 -3.784 4.016
H 1.143 -2.424 4.611
H -0.772 -1.151 4.146
```

Results
**Kohn-Sham gap**: 9.57 eV
**Structure (SMILES)**: OCCO.OCCO.OCCO.OCCO.OCCO.OCCO.OCCO.OCCO.OCCO
**Net charge**: 0
**HOMO**: -9.5 eV

***

## b
Below is a cluster of 9 separate species, C18H54O18 in total, with properties calculated with ωB97M-V/def2-TZVPD.

```
90
Properties=species:S:1:pos:R:3
O 10.270 3.886 2.509
C 8.904 3.536 2.556
C 8.672 2.199 1.913
O 9.022 1.138 2.795
H 10.354 4.799 2.795
H 8.387 3.603 3.517
H 8.358 4.267 1.934
H 9.175 2.066 0.951
H 7.602 2.104 1.724
H 9.984 1.081 2.813
O 14.006 -1.257 0.115
C 15.246 -0.979 0.809
C 15.250 0.447 1.344
O 14.177 0.678 2.237
H 14.172 -1.063 -0.825
H 15.264 -1.696 1.628
H 16.096 -1.089 0.131
H 15.113 1.157 0.520
H 16.189 0.583 1.879
H 13.387 0.354 1.783
O 13.782 -0.306 -2.752
C 14.524 0.693 -3.486
C 14.975 1.711 -2.498
O 13.854 2.581 -2.229
H 13.098 -0.684 -3.318
H 15.385 0.092 -3.801
H 13.998 1.127 -4.333
H 15.752 2.310 -2.987
H 15.429 1.288 -1.599
H 14.252 3.322 -1.753
O 11.789 3.582 -7.617
C 10.708 2.786 -7.105
C 11.105 1.343 -6.933
O 12.059 1.164 -5.913
H 12.150 3.215 -8.428
H 10.345 3.260 -6.200
H 9.983 2.829 -7.925
H 11.594 0.967 -7.835
H 10.239 0.690 -6.783
H 11.638 1.304 -5.045
O 13.105 4.882 -5.581
C 14.047 3.953 -5.052
C 15.191 3.731 -6.030
O 16.049 4.806 -6.071
H 12.554 4.397 -6.245
H 14.474 4.410 -4.150
H 13.568 3.023 -4.723
H 14.729 3.516 -7.000
H 15.747 2.827 -5.777
H 15.602 5.599 -6.380
O 11.300 1.998 -3.305
C 10.233 1.566 -2.485
C 10.635 0.320 -1.685
O 9.606 -0.137 -0.843
H 12.159 2.045 -2.808
H 10.093 2.303 -1.680
H 9.284 1.347 -2.962
H 11.585 0.496 -1.164
H 10.865 -0.414 -2.474
H 9.566 -1.105 -0.928
O 4.766 0.539 -1.089
C 6.144 0.491 -0.580
C 6.504 -0.896 -0.102
O 5.701 -1.318 0.997
H 4.716 -0.184 -1.721
H 6.679 0.688 -1.519
H 6.336 1.297 0.116
H 7.486 -0.665 0.347
H 6.576 -1.603 -0.933
H 6.216 -1.950 1.503
O 11.733 -2.224 1.287
C 11.917 -2.927 2.493
C 11.999 -4.412 2.275
O 13.196 -4.795 1.549
H 12.624 -2.040 0.913
H 12.768 -2.599 3.101
H 11.040 -2.820 3.145
H 11.184 -4.775 1.628
H 11.873 -5.048 3.161
H 13.381 -5.706 1.786
O 11.992 6.527 -0.186
C 10.933 6.044 -1.035
C 11.564 5.197 -2.113
O 10.553 4.810 -2.987
H 11.642 6.865 0.636
H 10.275 5.429 -0.407
H 10.379 6.888 -1.460
H 11.986 4.297 -1.653
H 12.394 5.789 -2.516
H 10.785 3.962 -3.389
```

Results
**Kohn-Sham gap**: 9.78 eV
**Structure (SMILES)**: OCCO.OCCO.OCCO.OCCO.OCCO.OCCO.OCCO.OCCO.OCCO
**Net charge**: 0
**HOMO**: -9.5 eV

***

Which one sits at the top of the stability order? b does.

***

## a
Below is an isolated molecule of C4H3BrOS, with properties calculated with ωB97M-V/def2-TZVPD.

```
10
Properties=species:S:1:pos:R:3
C -0.548 -0.361 -1.278
C -0.724 -0.844 -0.001
C 0.502 1.409 1.682
C 0.218 0.798 -1.708
O 0.139 -1.138 2.457
S 0.041 -0.087 1.392
Br 2.146 0.816 -1.648
H -0.969 -1.010 -2.093
H -1.151 -1.758 0.401
H 0.344 2.175 0.797
```

Results
**Kohn-Sham gap (alpha / beta)**: 7.10 / 7.27 eV
**Net charge**: 0
**HOMO (alpha / beta)**: -9.3 / -9.3 eV

***

## b
Below is an isolated molecule of C4H3BrOS, with properties calculated with ωB97M-V/def2-TZVPD.

```
10
Properties=species:S:1:pos:R:3
C 0.152 -0.548 0.739
C 1.422 -0.046 0.496
C -1.108 -0.425 0.203
C 2.582 0.364 0.361
O -1.198 1.600 -1.752
S -2.018 0.851 -0.815
Br 4.275 1.063 0.264
H 0.239 -1.405 1.456
H -2.436 -0.482 -1.407
H -1.911 -0.972 0.453
```

Results
**Kohn-Sham gap**: 8.91 eV
**Net charge**: 0
**HOMO**: -8.9 eV

***

Which one sits at the top of the stability order? b does.

***

## a
Below is a cluster of 10 separate species, C4H29N2O10 in total, with properties calculated with ωB97M-V/def2-TZVPD.

```
45
Properties=species:S:1:pos:R:3
C -2.999 -0.689 1.045
N -2.790 -0.761 -0.395
C -1.709 -0.632 1.929
C -1.971 -0.230 3.463
N -1.003 -1.899 1.704
C 0.335 -1.853 1.164
O 0.657 -0.598 0.684
H -3.650 -1.651 1.269
H -3.694 0.136 1.323
H -2.129 -0.090 -0.678
H -2.312 -1.694 -0.418
H -1.285 0.299 1.338
H -0.970 -0.223 3.992
H -2.544 -1.093 3.827
H -2.326 0.792 3.522
H -1.123 -2.437 2.600
H 1.154 -1.954 2.037
H 0.530 -2.704 0.469
H -0.083 3.104 -0.567
H 1.098 3.684 -0.024
O 0.267 3.945 -0.436
H -3.114 0.628 -2.624
H -2.361 1.494 -3.571
O -3.043 0.793 -3.509
H 2.549 -2.534 -2.048
H 3.702 -2.170 -1.213
O 3.369 -2.874 -1.861
H 1.188 0.746 -2.106
H 1.835 -0.219 -3.173
O 2.072 0.523 -2.589
H 2.332 -0.352 0.171
H 2.647 -0.312 -1.321
O 3.107 -0.383 -0.411
H -0.672 1.417 -3.978
H -0.582 -0.011 -4.049
O -0.055 0.779 -4.181
H 3.041 0.179 1.924
H 3.324 0.575 3.472
O 3.221 0.915 2.563
H -0.232 1.422 -0.933
H 0.069 -0.172 -0.496
O -0.259 0.493 -1.297
H 2.147 2.204 1.242
H 0.992 1.281 1.279
O 1.269 2.125 0.865
```

Results
**Kohn-Sham gap**: 8.11 eV
**Net charge**: -1
**HOMO**: -5.3 eV

***

## b
Below is a cluster of 10 separate species, C4H29N2O10 in total, with properties calculated with ωB97M-V/def2-TZVPD.

```
45
Properties=species:S:1:pos:R:3
C 0.137 0.540 2.097
N -0.801 -0.346 1.384
C -0.117 -0.980 0.213
O 0.882 -1.859 0.554
C -0.115 2.050 1.842
N 0.886 2.570 0.871
C 1.953 3.389 1.508
H 0.094 0.346 3.186
H 1.215 0.378 1.955
H -1.167 -1.098 1.960
H -0.894 -1.337 -0.473
H 0.382 -0.141 -0.346
H -1.061 2.273 1.383
H -0.067 2.560 2.820
H 1.117 1.821 0.236
H 1.524 4.379 1.618
H 2.124 3.044 2.527
H 2.746 3.386 0.766
H -3.526 -2.567 0.399
H -4.242 -1.928 -0.769
O -4.348 -2.631 -0.109
H 1.275 -2.304 -1.017
H 1.591 -3.289 -2.149
O 1.798 -2.377 -1.879
H -0.048 -2.905 1.505
H 0.571 -3.329 2.913
O -0.269 -3.211 2.433
H -0.387 3.645 -0.632
H -0.999 3.100 -1.909
O -0.800 3.959 -1.472
H 2.765 -0.549 -1.242
H 2.318 -0.562 0.235
O 2.796 -0.010 -0.437
H -3.173 2.461 -3.275
H -2.756 1.029 -3.336
O -2.428 1.914 -3.521
H -2.370 1.545 -0.072
H -2.525 0.158 0.668
O -2.928 0.780 0.011
H 2.310 -1.973 1.844
H 3.258 -3.135 1.927
O 3.027 -2.325 2.407
H 1.145 -1.139 -4.255
H 0.789 0.319 -3.991
O 0.532 -0.454 -4.504
```

Results
**Kohn-Sham gap**: 8.57 eV
**Net charge**: -1
**HOMO**: -5.8 eV

***

Which one sits at the top of the stability order? b does.

***

## a
Below is a cluster of 2 separate species, C11H15N in total, with properties calculated with ωB97M-V/def2-TZVPD.

```
27
Properties=species:S:1:pos:R:3
C -0.820 -2.348 0.599
C -1.808 -3.366 0.032
H -1.297 -1.367 0.675
H -0.459 -2.605 1.602
H 0.093 -2.204 0.042
H -2.683 -3.401 0.648
H -1.381 -4.358 0.069
H -2.049 -3.129 -0.986
C -0.997 3.431 -0.025
C 0.336 1.247 -0.311
C -0.040 2.407 0.451
C 1.318 0.588 0.443
C 0.637 2.304 1.674
C -0.049 0.736 -1.549
C 0.683 -0.328 -2.075
C 1.665 -0.941 -1.315
C 2.020 -0.454 -0.031
N 1.400 1.234 1.679
H -0.813 1.253 -2.084
H 0.443 -0.789 -3.033
H 2.169 -1.829 -1.666
H -0.612 4.449 0.119
H -1.903 3.448 0.542
H 0.647 2.908 2.574
H 1.957 0.849 2.425
H 2.708 -1.025 0.585
H -1.166 3.291 -1.084
```

Results
**Kohn-Sham gap (alpha / beta)**: 9.26 / 6.66 eV
**Multiplicity**: 2
**Net charge**: +1
**HOMO (alpha / beta)**: -12.9 / -13.6 eV

***

## b
Below is a cluster of 2 separate species, C11H15N in total, with properties calculated with ωB97M-V/def2-TZVPD.

```
27
Properties=species:S:1:pos:R:3
C 1.986 1.549 -0.552
C -0.156 -0.117 1.965
C 0.020 0.296 0.652
C 1.231 1.102 0.636
C 1.748 0.975 1.921
C -1.338 -0.722 2.358
C -2.392 -0.712 1.417
C -2.292 -0.179 0.111
C -1.067 0.353 -0.217
N 0.919 0.278 2.761
H -1.493 -0.878 3.419
H -3.339 -1.154 1.699
H 1.099 -0.063 3.691
H -3.160 -0.394 -0.493
H 2.704 1.173 2.386
H -0.851 0.794 -1.188
H 2.983 1.883 -0.275
H 1.685 2.447 -1.104
H 2.023 0.747 -1.284
C 0.674 -0.707 -4.717
C -0.059 -1.715 -3.764
H 0.934 0.254 -4.267
H 1.708 -0.992 -4.956
H 0.029 -0.736 -5.592
H -1.051 -1.306 -3.635
H 0.440 -1.803 -2.800
H 0.056 -2.619 -4.359
```

Results
**Kohn-Sham gap (alpha / beta)**: 9.56 / 6.36 eV
**Multiplicity**: 2
**Net charge**: +1
**HOMO (alpha / beta)**: -13.2 / -13.6 eV

***

Which one sits at the top of the stability order? a does.